(1)
Formula: C5H11NO2
Source: the OMol25 dataset
Level of theory: the ωB97M-V functional and the def2-TZVPD basis

Computed properties:
charge	0
LUMO level	0.79	eV
2S+1	1
highest occupied orbital energy	-7.910	eV
DFT total energy	-402.25051	hartree
maximum force	0.065	Eh/bohr
SMILES string	COC(C)=O.C=NC

Bonds (Å) are listed after each position.
Element x y z (Å)
1 C -1.7216 0.4092 -0.0670  O2 1.410, H6 1.092, H7 1.091, H8 1.093
2 O -0.8587 1.4205 -0.5369  C1 1.410, C3 1.431
3 C 0.5460 1.3757 -0.2652  O2 1.431, C4 1.510, O5 1.201
4 C 1.1117 2.7242 -0.6417  C3 1.510, H9 1.089, H10 1.088, H11 1.085
5 O 1.1208 0.6645 0.5134  C3 1.201
6 H -2.5057 0.3017 -0.8200  C1 1.092
7 H -1.2146 -0.5383 0.1194  C1 1.091
8 H -2.1680 0.6686 0.8959  C1 1.093
9 H 1.1817 3.3287 0.2618  C4 1.089
10 H 2.1429 2.6280 -0.9738  C4 1.088
11 H 0.4876 3.2444 -1.3615  C4 1.085
12 C 0.4861 -2.0551 -1.0584  N13 1.248, H15 1.083, H16 1.090
13 N 0.2599 -2.3713 0.1277  C12 1.248, C14 1.418
14 C -0.0661 -1.9873 1.4537  N13 1.418, H17 1.095, H18 1.090, H19 1.091
15 H 0.2688 -2.7886 -1.8248  C12 1.083
16 H 1.3010 -1.3894 -1.3441  C12 1.090
17 H 0.1849 -0.9451 1.6753  C14 1.095
18 H 0.5617 -2.5247 2.1647  C14 1.090
19 H -1.1182 -2.1657 1.6813  C14 1.091

=====

(2)
Formula: C5H11NO2
Source: the OMol25 dataset
Level of theory: the ωB97M-V functional and the def2-TZVPD basis

Computed properties:
charge	+1
LUMO level (alpha / beta)	-3.68 / -7.87	eV
2S+1	2
highest occupied orbital energy (alpha / beta)	-14.745 / -14.924	eV
DFT total energy	-402.01017	hartree
maximum force	0.022	Eh/bohr
⟨S²⟩	0.76

Bonds (Å) are listed after each position.
Element x y z (Å)
1 C 0.2040 -1.9216 0.8016  N2 1.449, C8 1.520, H9 1.092, H10 1.104
2 N 0.6326 -0.5972 0.3979  C1 1.449, C3 1.394, H11 1.020
3 C -0.2224 0.5019 0.4601  N2 1.394, C4 1.531, C6 1.614, H12 1.076
4 C 0.5072 1.8446 0.3724  C3 1.531, O5 1.404, H13 1.097, H14 1.092
5 O -0.4076 2.8219 -0.0509  C4 1.404, H15 0.962
6 C -1.2694 0.4892 -0.7680  C3 1.614, O7 1.175, H16 1.104
7 O -1.1168 -0.1162 -1.7629  C6 1.175
8 C 1.2572 -2.9678 0.4745  C1 1.520, H17 1.092, H18 1.076, H19 1.089
9 H -0.0979 -1.9556 1.8501  C1 1.092
10 H -0.7170 -2.1317 0.2301  C1 1.104
11 H 1.1922 -0.6365 -0.4544  N2 1.020
12 H -0.8250 0.4471 1.3494  C3 1.076
13 H 1.3845 1.7931 -0.2838  C4 1.097
14 H 0.9141 2.0826 1.3577  C4 1.092
15 H 0.0182 3.4304 -0.6618  O5 0.962
16 H -2.0999 1.1842 -0.5544  C6 1.104
17 H 2.2361 -2.5721 0.7537  C8 1.092
18 H 1.0898 -3.8453 1.0744  C8 1.076
19 H 1.2498 -3.2122 -0.5868  C8 1.089